Record 1
Here is a 3-piece molecular cluster, C24H39BF15O5S overall in a non-equilibrium geometry from the Open Molecules 2025 dataset. Energies are from the ωB97M-V functional and the def2-TZVPD basis.

Summary:
DFT total energy: -3235.15954 a.u.
Net charge: -1

Cartesian coordinates (Å):
O 3.234 -2.231 -0.099
S 3.023 -1.144 0.813
O 2.764 0.069 0.092
C 4.456 -1.120 1.918
O 4.271 -0.611 3.171
B 5.680 -0.692 3.709
O 6.590 -0.852 2.522
C 5.835 -0.678 1.350
C 6.073 0.820 0.951
C 4.977 1.846 1.251
O 4.417 2.333 0.017
C 3.994 3.654 0.078
C 2.711 3.868 0.916
F 2.133 2.742 1.247
F 1.828 4.502 0.101
C 2.890 4.808 2.139
F 4.106 4.768 2.659
F 2.734 6.057 1.686
C 1.854 4.611 3.277
F 0.653 4.323 2.819
F 1.724 5.800 3.881
C 2.270 3.607 4.378
F 3.054 2.649 3.918
F 2.904 4.268 5.349
C 1.471 -1.557 1.740
F 1.805 -2.492 2.623
F 0.570 -2.078 0.950
C 0.807 -0.398 2.529
F 0.199 -0.943 3.588
F 1.656 0.481 2.999
C -0.306 0.330 1.725
F -1.450 -0.323 1.820
F -0.498 1.528 2.238
F -0.009 0.489 0.466
H 4.594 -2.202 2.099
H 5.728 -1.802 4.265
H 5.998 0.140 4.531
H 6.190 -1.266 0.506
H 6.319 0.907 -0.109
H 6.956 1.126 1.495
H 4.214 1.508 1.948
H 5.462 2.708 1.724
H 3.761 3.955 -0.938
H 4.816 4.297 0.413
H 1.386 3.155 4.830
C -0.064 -4.258 -1.539
C -0.566 -2.913 -2.053
C -2.023 -2.629 -1.683
C -3.048 -3.606 -2.261
C -3.045 -3.716 -3.784
C -3.392 -2.404 -4.483
H -0.620 -5.092 -1.973
H 0.987 -4.393 -1.799
H -0.150 -4.314 -0.453
H -0.429 -2.860 -3.137
H 0.056 -2.123 -1.627
H -2.274 -1.612 -1.997
H -2.117 -2.636 -0.592
H -4.047 -3.297 -1.931
H -2.887 -4.600 -1.834
H -3.776 -4.474 -4.079
H -2.074 -4.074 -4.138
H -4.380 -2.050 -4.178
H -3.404 -2.539 -5.567
H -2.664 -1.622 -4.259
C -6.867 -0.689 -3.344
C -6.270 -0.945 -1.964
C -6.141 0.318 -1.113
C -5.213 1.390 -1.687
C -3.782 0.924 -1.945
C -3.051 0.478 -0.684
H -6.239 -0.022 -3.938
H -6.966 -1.625 -3.898
H -7.860 -0.242 -3.262
H -5.296 -1.432 -2.071
H -6.910 -1.656 -1.433
H -5.798 0.035 -0.114
H -7.135 0.757 -0.975
H -5.193 2.238 -0.994
H -5.633 1.777 -2.620
H -3.225 1.748 -2.400
H -3.776 0.110 -2.678
H -2.998 1.287 0.049
H -2.033 0.180 -0.926
H -3.541 -0.378 -0.216

Record 2
Here is C24H39CdN3O5S5Se as an isolated structure from the Open Molecules 2025 dataset. Energies are from the ωB97M-V functional and the def2-TZVPD basis.

Summary:
DFT total energy: -6038.52930 a.u.

Cartesian coordinates (Å):
Cd 0.412 1.668 -0.447
C 2.596 4.198 1.440
C 3.071 2.842 1.969
S 3.034 1.462 0.807
C 4.256 2.042 -0.407
C 3.830 1.960 -1.869
S 2.270 2.741 -2.321
C 2.538 4.465 -1.825
C 1.414 5.048 -0.971
S 1.000 4.194 0.573
H 2.525 4.879 2.288
H 3.339 4.623 0.766
H 4.084 2.957 2.358
H 2.438 2.512 2.792
H 4.513 3.068 -0.143
H 5.170 1.458 -0.285
H 4.639 2.352 -2.488
H 3.670 0.921 -2.155
H 3.499 4.533 -1.315
H 2.625 5.074 -2.725
H 1.650 6.090 -0.746
H 0.472 5.017 -1.519
C -4.127 -5.708 -1.083
C -3.575 -4.342 -0.777
C -3.609 -3.839 0.525
C -3.092 -2.590 0.822
C -2.520 -1.824 -0.185
C -2.488 -2.300 -1.484
C -3.016 -3.552 -1.775
S -1.821 -0.234 0.207
O -0.565 -0.519 0.900
O -2.827 0.445 0.999
N -1.432 0.465 -1.140
C -2.412 1.314 -1.815
C -1.867 2.698 -2.230
O -2.545 3.331 -3.030
O -0.769 3.101 -1.689
H -5.074 -5.875 -0.569
H -3.436 -6.489 -0.757
H -4.294 -5.837 -2.153
H -4.059 -4.434 1.313
H -3.137 -2.196 1.831
H -2.062 -1.676 -2.262
H -3.004 -3.913 -2.798
H -3.284 1.513 -1.187
H -2.774 0.844 -2.732
C 0.516 -0.683 3.790
N -0.861 -0.244 3.897
C -1.951 -1.048 4.173
C -3.042 -0.257 4.122
N -2.611 1.017 3.820
C -3.482 2.147 3.549
C -1.272 1.019 3.657
Se -0.207 2.449 3.192
H 0.592 -1.685 4.207
H 1.155 -0.001 4.344
H 0.807 -0.687 2.741
H -1.847 -2.097 4.388
H -4.084 -0.484 4.269
H -4.360 2.071 4.186
H -3.764 2.136 2.498
H -2.940 3.062 3.769
C 0.731 -3.400 -3.509
C 1.331 -2.028 -3.234
S 1.085 -1.512 -1.524
O 1.698 -0.132 -1.463
C 2.270 -2.580 -0.678
C 3.725 -2.319 -1.029
H 0.829 -3.642 -4.568
H -0.328 -3.423 -3.249
H 1.235 -4.188 -2.947
H 0.809 -1.246 -3.791
H 2.391 -1.963 -3.488
H 1.959 -3.607 -0.886
H 2.071 -2.400 0.380
H 3.970 -2.653 -2.038
H 4.374 -2.856 -0.336
H 3.946 -1.255 -0.947